DFT (ωB97M-V with the def2-TZVPD basis set) results for a cluster of 2 separate species, C6H10N2OP in total in a non-equilibrium geometry.

Geometry as ORCA input:
```
! RIJCOSX wB97M-V def2-TZVPD def2/J DEFGRID3
* xyz 1 1
C -0.19 0.02 -1.04
C -0.41 -1.64 0.75
C 0.53 1.06 -0.39
C -0.45 -0.46 1.71
C 1.57 0.61 0.63
C 0.91 0.17 1.97
N -1.13 0.72 -2.86
N -0.59 -1.12 -0.73
O -0.41 -2.80 0.92
P -1.82 -0.37 -3.73
H 1.08 1.88 -1.01
H -0.39 1.68 -0.19
H -1.10 0.26 1.27
H -0.94 -0.82 2.63
H 2.35 -0.10 0.17
H 2.05 1.61 0.84
H 0.88 1.10 2.62
H 1.34 -0.68 2.63
H -1.19 -1.66 -1.40
H -2.09 0.53 -4.80
*
```

Calculated values
**HOMO-LUMO gap (spin up / spin down)**: 8.038 / 8.039 eV
**LUMO (spin up / spin down)**: -5.150 / -5.150 eV
**Largest force on an atom**: 5.88 eV Å⁻¹
**ΔE to the lowest compared entry with this formula, charge and spin**: 3.782 eV



DFT (ωB97M-V with the def2-TZVPD basis set) results for a structure of composition C18H27N2O14P2SSiZn.

Geometry as ORCA input:
```
! RIJCOSX wB97M-V def2-TZVPD def2/J DEFGRID3
* xyz -1 1
Zn 0.81 -0.24 0.58
C -2.59 3.11 2.40
C -1.46 2.09 2.41
O -0.93 1.89 3.71
P -1.98 0.45 1.76
O -3.21 0.17 2.77
O -2.73 0.51 0.37
O -0.95 -0.62 1.85
P -0.07 2.59 1.26
O 1.24 2.03 2.02
O -0.02 4.05 1.04
O -0.25 1.61 0.11
H -3.35 2.83 3.14
H -3.05 3.16 1.41
H -2.18 4.09 2.64
H -1.52 1.31 4.21
H -3.48 -0.76 2.69
H -2.07 0.46 -0.35
H 1.43 2.48 2.85
O 2.25 0.64 -0.83
S 2.23 2.02 -1.44
C 3.49 1.87 -2.73
C 2.81 1.10 -3.85
C 1.47 1.81 -4.05
C 0.87 2.01 -2.66
H 4.33 1.34 -2.27
H 3.80 2.87 -3.04
H 2.62 0.08 -3.51
H 3.40 1.06 -4.76
H 0.79 1.22 -4.67
H 1.64 2.77 -4.54
H 0.23 1.18 -2.36
H 0.32 2.95 -2.54
O -0.21 -1.09 -3.27
C 0.20 -1.45 -2.17
O -0.18 -1.02 -1.04
C 1.15 -2.64 -2.20
C 0.67 -3.85 -2.69
C 1.53 -4.93 -2.80
C 2.86 -4.86 -2.47
C 3.32 -3.65 -2.00
C 2.49 -2.54 -1.84
N 4.74 -3.52 -1.69
O 5.23 -2.41 -1.71
O 5.37 -4.54 -1.48
N 1.01 -6.20 -3.34
O 1.81 -7.05 -3.66
O -0.20 -6.32 -3.44
H -0.36 -3.94 -3.00
H 3.52 -5.71 -2.58
H 2.90 -1.62 -1.47
C 3.98 -1.58 5.12
Si 3.96 -2.66 3.58
C 3.21 -4.34 4.00
C 5.72 -2.92 3.02
C 2.92 -1.86 2.32
C 2.10 -1.31 1.60
H 4.43 -2.08 5.97
H 2.97 -1.28 5.39
H 4.55 -0.67 4.92
H 3.66 -4.78 4.89
H 3.35 -5.03 3.16
H 2.14 -4.24 4.17
H 6.30 -3.45 3.78
H 6.22 -1.97 2.81
H 5.77 -3.52 2.10
*
```

Calculated values
**HOMO-LUMO gap**: 7.947 eV
**LUMO**: 1.562 eV
**Largest force on an atom**: 0.60 eV Å⁻¹



DFT (ωB97M-V with the def2-TZVPD basis set) results for a cluster of 2 separate species, C7H7O3S2 in total in a non-equilibrium geometry.

Geometry as ORCA input:
```
! RIJCOSX wB97M-V def2-TZVPD def2/J DEFGRID3
* xyz -1 1
C 1.40 1.82 -0.07
C 0.13 1.36 -0.14
C 2.39 0.97 0.22
C -0.31 0.08 0.05
C 2.09 -0.39 0.30
C 0.72 -0.79 0.34
C -2.62 -0.66 -0.31
O 3.06 -1.37 0.32
O -2.48 -1.85 -0.59
O -3.08 0.37 -1.16
S 0.42 -2.57 0.34
S -2.84 0.16 1.33
H 1.69 2.87 -0.28
H -0.66 2.09 -0.44
H 3.44 1.20 0.22
H 2.54 -2.26 0.22
H -0.80 -2.32 0.58
H -3.05 0.07 -2.01
H -2.04 1.21 1.07
*
```

Calculated values
**HOMO-LUMO gap**: 6.492 eV
**LUMO**: 3.298 eV
**Largest force on an atom**: 3.98 eV Å⁻¹



DFT (ωB97M-V with the def2-TZVPD basis set) results for the ion C10H20P with charge +1 in a non-equilibrium geometry.

Geometry as ORCA input:
```
! RIJCOSX wB97M-V def2-TZVPD def2/J DEFGRID3
* xyz 1 1
C 1.01 -0.39 0.27
C -0.35 -1.20 0.08
C 3.26 0.69 0.06
C -0.41 -3.60 -0.73
C -0.53 1.69 2.77
C -1.83 1.13 -2.26
C 2.35 -0.45 0.64
C -1.16 -2.41 -0.25
C -1.21 1.65 1.39
C -0.60 1.56 -1.53
P -0.41 0.60 0.07
H 2.77 1.57 0.42
H 3.36 0.77 -0.97
H 4.29 0.70 0.51
H 0.38 -3.32 -1.39
H -1.09 -4.12 -1.38
H -0.12 -4.42 0.03
H -0.24 2.64 3.04
H -1.31 1.35 3.46
H 0.30 0.99 2.80
H -1.91 0.12 -2.43
H -2.76 1.40 -1.85
H -1.72 1.56 -3.17
H 2.54 -0.43 1.77
H 2.80 -1.44 0.41
H -1.86 -2.55 0.58
H -1.76 -2.17 -1.07
H -1.24 2.65 0.98
H -2.26 1.37 1.48
H -0.59 2.72 -1.42
H 0.31 1.34 -2.34
*
```

Calculated values
**HOMO-LUMO gap**: 9.568 eV
**LUMO**: -3.758 eV
**Largest force on an atom**: 9.20 eV Å⁻¹
**ΔE to the lowest compared entry with this formula, charge and spin**: 3.568 eV



- Among the records above, which one has the highest largest force on an atom?
  C10H20P



- Among the records above, which one has the highest largest force on an atom?
  C10H20P



- Number 4 is which compound?
  C10H20P



- Look up the largest force on an atom of the third one.
  3.98 eV Å⁻¹